1 | {"formula": "CH5O2PS2", "method": "ωB97M-V/def2-TZVPD", "species": ["C", "O", "O", "P", "S", "S", "H", "H", "H", "H", "H"], "positions_angstrom": [[0.13, -0.59, -0.37], [1.66, -0.07, -0.46], [0.10, -1.95, -0.19], [-0.46, 0.18, 1.21], [-2.40, 0.12, 0.63], [-0.27, 2.27, 1.06], [-0.45, -0.33, -1.27], [2.05, -0.76, -1.02], [0.86, -2.12, 0.39], [-2.17, 1.05, -0.38], [0.96, 2.20, 0.39]], "lowdin_charge": [-0.66, -0.16, -0.07, 0.25, 0.34, 0.32, 0.10, 0.06, 0.10, -0.15, -0.14], "e_homo_ev": -8.887, "homo_lumo_gap_ev": 9.47, "molar_mass_da": 144.2}



2 | {"formula": "CH5O2PS2", "method": "ωB97M-V/def2-TZVPD", "species": ["C", "O", "O", "P", "S", "S", "H", "H", "H", "H", "H"], "positions_angstrom": [[-1.21, -0.19, 2.17], [-0.08, -0.13, 1.82], [-2.04, 0.80, 1.82], [1.35, -0.69, -0.27], [-0.30, -1.79, -0.85], [0.72, 1.12, -1.08], [-1.66, -0.90, 2.78], [2.16, -1.13, -1.23], [1.79, 1.85, -0.77], [0.05, -1.27, -2.10], [-1.42, 1.38, 1.24]], "lowdin_charge": [-0.40, -0.11, 0.05, 0.14, 0.30, 0.30, 0.13, -0.18, -0.20, -0.17, 0.14], "e_homo_ev": -8.640, "homo_lumo_gap_ev": 9.26, "molar_mass_da": 144.2}



Result of the stability comparison: 2 is the most stable of them.



1 | {"formula": "C3H7IN2", "method": "ωB97M-V/def2-TZVPD", "species": ["C", "C", "C", "N", "N", "I", "H", "H", "H", "H", "H", "H", "H"], "positions_angstrom": [[1.92, 0.59, 0.04], [-1.10, -1.19, -0.70], [-0.69, 0.71, 0.86], [1.02, -0.32, -0.45], [-0.23, -0.30, 0.02], [3.90, 0.23, -0.65], [1.79, 1.45, 0.54], [-0.80, -1.14, -1.78], [-1.04, -2.29, -0.32], [-2.11, -0.81, -0.67], [-0.06, 1.55, 0.74], [-1.74, 1.04, 0.48], [-0.86, 0.48, 1.89]], "lowdin_charge": [-0.65, -0.07, -0.08, -0.04, -0.33, 0.69, -0.04, 0.09, 0.11, 0.07, 0.05, 0.12, 0.09], "e_homo_ev": -7.873, "homo_lumo_gap_ev": 8.53, "molar_mass_da": 198.0}



2 | {"formula": "C3H7IN2", "method": "ωB97M-V/def2-TZVPD", "species": ["C", "C", "C", "N", "N", "I", "H", "H", "H", "H", "H", "H", "H"], "positions_angstrom": [[1.79, 0.30, 2.16], [-0.82, 0.13, -1.84], [-0.76, -0.13, -0.32], [1.17, 0.38, 1.06], [0.23, 0.77, 0.33], [-1.81, 1.34, 2.59], [2.74, -0.26, 2.29], [1.32, 0.69, 3.03], [-1.84, 0.39, -2.05], [-0.10, 0.95, -2.08], [-0.58, -0.80, -2.31], [-1.75, -0.05, 0.18], [-0.38, -1.14, -0.12]], "lowdin_charge": [0.04, -0.07, -0.30, -0.05, 0.03, -0.11, 0.10, 0.03, 0.07, 0.09, 0.06, 0.01, 0.11], "e_homo_ev": [-8.387, -7.785], "homo_lumo_gap_ev": [7.25, 5.62], "molar_mass_da": 198.0}



Result of the stability comparison: 1 is the most stable of them.



1 | {"formula": "BH3O", "method": "ωB97M-V/def2-TZVPD", "species": ["B", "O", "H", "H", "H"], "positions_angstrom": [[-0.30, 0.06, 0.02], [1.02, 0.10, 0.03], [-1.15, -0.75, 0.03], [-0.80, 1.42, 0.04], [1.24, -0.83, -0.13]], "lowdin_charge": [-0.24, 0.06, 0.01, 0.07, 0.09], "e_homo_ev": -10.340, "homo_lumo_gap_ev": 10.87, "molar_mass_da": 29.8}



2 | {"formula": "BH3O", "method": "ωB97M-V/def2-TZVPD", "species": ["B", "O", "H", "H", "H"], "positions_angstrom": [[-0.24, 0.03, -0.07], [1.04, 0.14, 0.09], [-0.76, -0.93, 0.01], [-1.43, 1.47, 0.18], [1.39, -0.71, -0.20]], "lowdin_charge": [-0.26, 0.09, -0.02, 0.07, 0.11], "e_homo_ev": -9.461, "homo_lumo_gap_ev": 9.86, "molar_mass_da": 29.8}



Result of the stability comparison: 1 is the most stable of them.